(1)
# C28H79N7O8

A 8-piece molecular cluster, C28H79N7O8 overall (the ωB97M-V functional and the def2-TZVPD basis, the Open Molecules 2025 dataset).

```
122
Properties=species:S:1:pos:R:3
C 4.7574 -0.8297 -4.4610
O 3.9748 -0.2438 -3.4429
C 2.7140 -0.8418 -3.2697
C 1.9857 -0.3507 -2.0393
C 2.7512 -0.4787 -0.7363
N 0.6480 -0.9084 -1.9123
H 5.5461 -0.1287 -4.7250
H 4.0894 -1.0176 -5.3085
H 5.2278 -1.7544 -4.1140
H 2.1520 -0.5646 -4.1754
H 2.7074 -1.9422 -3.2921
H 1.8531 0.7179 -2.2552
H 2.9661 -1.4878 -0.3690
H 2.2716 -0.0772 0.1602
H 3.7145 0.0322 -0.8378
H 0.2182 -0.4329 -1.1224
H 0.5230 -1.9136 -1.9121
C 1.4430 2.8310 0.3388
O 0.3028 3.2100 1.1207
C 0.2537 4.5927 1.4502
C 0.7719 4.8599 2.8738
C -0.1740 4.3689 3.9275
N 1.0302 6.2979 3.1281
H 1.1791 1.9018 -0.1692
H 2.2047 2.6894 1.1040
H 1.6953 3.4909 -0.4942
H 0.7996 5.1241 0.6644
H -0.7766 4.9547 1.3698
H 1.7575 4.3902 2.9180
H 0.3059 4.4810 4.9015
H -0.4020 3.3029 3.8444
H -1.1323 4.8909 3.9406
H 0.1787 6.8458 3.0337
H 1.6202 6.6336 2.3702
C 1.4503 0.8888 2.9977
O 2.6930 0.3550 2.5789
C 3.5657 0.1197 3.6678
C 4.9664 -0.2475 3.1753
C 4.9938 -1.2493 2.0264
N 5.7760 -0.7604 4.2978
H 0.8113 0.6321 2.1511
H 1.4528 1.9815 3.0524
H 0.9231 0.6089 3.9145
H 3.7210 1.0716 4.1966
H 3.1767 -0.6218 4.3717
H 5.4585 0.6335 2.7439
H 4.4911 -0.8702 1.1396
H 4.3934 -2.1259 2.2849
H 6.0261 -1.4567 1.7479
H 6.7588 -0.8005 4.0315
H 5.8569 0.0133 4.9627
C -4.1176 3.7878 -3.0220
O -3.1387 3.7448 -4.0538
C -2.7371 2.4296 -4.3963
C -1.6710 1.8814 -3.4535
C -0.4483 2.8093 -3.4018
N -1.2235 0.5531 -3.9357
H -5.0035 3.1842 -3.2366
H -4.3716 4.8247 -2.8339
H -3.6913 3.3264 -2.1247
H -3.5975 1.7548 -4.3759
H -2.3109 2.4565 -5.3986
H -2.0625 1.7126 -2.4475
H -0.2330 3.2521 -4.3730
H 0.4106 2.3158 -2.9598
H -0.8636 3.6106 -2.7733
H -0.6219 0.0961 -3.2400
H -0.5225 0.5805 -4.6759
C 0.0696 -2.3990 2.3977
O 0.8740 -3.2952 1.6344
C 1.4473 -4.3075 2.4539
C 2.6320 -4.8878 1.6793
C 2.2115 -5.5791 0.3957
N 3.4017 -5.8197 2.5344
H -0.7771 -2.8941 2.8759
H -0.4298 -1.6693 1.7512
H 0.7991 -1.7949 2.9392
H 1.8572 -3.9587 3.4051
H 0.6689 -5.0679 2.5598
H 3.3685 -4.1024 1.4657
H 1.7657 -4.9113 -0.3436
H 1.3097 -6.1602 0.6378
H 2.9254 -6.2658 -0.0544
H 3.9788 -6.3271 1.8656
H 4.1268 -5.3435 3.0635
C -3.1886 3.5456 1.3236
O -4.5119 3.1359 1.0225
C -5.0229 2.2193 1.9790
C -4.6874 0.7331 1.7224
C -5.0849 0.1185 0.3906
N -5.4518 -0.0595 2.7377
H -2.5324 2.8042 1.7851
H -3.2920 4.4169 1.9802
H -2.6668 3.9105 0.4377
H -4.7030 2.4800 2.9924
H -6.1124 2.2925 1.9504
H -3.6518 0.5945 2.0390
H -4.8026 -0.9312 0.3777
H -4.4671 0.5973 -0.3785
H -6.1360 0.2716 0.1557
H -5.2863 0.4379 3.6143
H -6.4608 0.0085 2.6330
C -4.2038 -2.0032 -2.4922
O -3.8490 -3.2936 -2.9576
C -2.8188 -3.9276 -2.2189
C -1.4196 -3.3925 -2.4909
C -0.8866 -3.9382 -3.8141
N -0.4308 -3.7055 -1.4504
H -4.7639 -2.1225 -1.5556
H -4.9286 -1.5185 -3.1420
H -3.3457 -1.3658 -2.2735
H -3.0324 -3.9906 -1.1430
H -2.9540 -4.9437 -2.6063
H -1.4847 -2.3034 -2.5521
H -0.7935 -5.0249 -3.7382
H 0.1196 -3.5173 -3.8961
H -1.4170 -3.6965 -4.7315
H -0.2832 -4.7044 -1.4208
H -0.5694 -3.2803 -0.5451
O -1.3741 0.2598 0.0796
H -2.2166 0.3956 -0.3715
H -0.9876 1.1453 0.1481
```

The LUMO energy comes out at 0.6 eV. The orbital gap is 9.03 eV. The net charge is 0. The calculation puts the relative energy (zero: lowest compared OMol25 entry of this formula, charge and spin) at 40.2 kcal per mole. Its SMILES is COC[C@H](C)N.COC[C@H](C)N.COC[C@H](C)N.COC[C@H](C)N.COC[C@H](C)N.COC[C@H](C)N.COC[C@H](C)N.O.

Atomic partial charges in e from the Löwdin method, atoms 1 to 5: -0.102 -0.188 -0.219 -0.421 -0.057



(2)
# C28H80O20

A 16-piece molecular cluster, C28H80O20 overall (the ωB97M-V functional and the def2-TZVPD basis, the Open Molecules 2025 dataset).

```
128
Properties=species:S:1:pos:R:3
O 5.9094 -3.8127 2.0939
C 5.1641 -4.5894 1.5876
O 3.8898 -4.2941 1.0949
C 3.5839 -2.9122 0.9731
C 4.4661 -2.1825 -0.0085
C 5.3993 -6.0893 1.5069
H 3.5542 -2.3669 1.8949
H 2.5656 -2.9486 0.6082
H 5.4968 -1.9998 0.2516
H 3.9708 -1.2178 -0.2455
H 4.4543 -2.7320 -0.9560
H 4.6777 -6.5779 2.1855
H 6.4057 -6.4245 1.8382
H 5.1519 -6.4374 0.4905
O 3.2049 0.4662 3.1063
C 2.4969 1.1907 3.7532
O 1.1804 0.9033 4.0676
C 0.5539 -0.2464 3.3791
C 0.7921 -1.5735 4.0896
C 2.9563 2.4829 4.3407
H 0.9761 -0.3028 2.3666
H -0.5096 0.0246 3.1938
H 0.3449 -1.6796 5.0679
H 1.8608 -1.7521 4.1724
H 0.3802 -2.3967 3.4919
H 2.4930 2.6569 5.3370
H 2.7510 3.2652 3.6254
H 4.0401 2.4580 4.4143
O -1.2140 1.8975 0.5785
C -1.4863 1.8809 -0.6135
O -0.7503 1.2418 -1.5111
C 0.3801 0.4063 -1.0822
C 0.0086 -0.8913 -0.3582
C -2.6608 2.5371 -1.2001
H 0.9589 0.9858 -0.4076
H 0.9064 0.3620 -1.9929
H -0.5927 -0.6725 0.5105
H 0.8946 -1.3942 0.0602
H -0.5483 -1.6637 -0.9434
H -2.8898 2.1981 -2.2099
H -2.4238 3.5968 -1.2869
H -3.6177 2.6006 -0.6217
O -2.4135 -4.8559 3.8688
C -3.5921 -4.9005 3.4384
O -4.0588 -4.4905 2.2481
C -3.1323 -3.9419 1.2735
C -3.0161 -2.4674 1.5690
C -4.6637 -5.3966 4.2981
H -3.6638 -4.0679 0.3513
H -2.2324 -4.5383 1.1646
H -2.6008 -1.9356 0.6899
H -2.3755 -2.2420 2.4414
H -4.0158 -2.0564 1.6915
H -5.2795 -6.0297 3.7310
H -5.3246 -4.5900 4.5725
H -4.2870 -5.8095 5.2267
C -0.0243 1.9980 -4.9473
O -0.9997 0.9933 -5.0572
H 0.4692 2.1811 -5.9116
H -0.4803 2.9884 -4.6811
H 0.6733 1.7614 -4.1275
H -1.7808 1.2359 -5.5738
C -3.7455 -1.3273 -1.8074
O -3.9476 -2.7481 -1.8130
H -2.7541 -1.0035 -2.0594
H -4.4247 -0.8364 -2.5051
H -3.9819 -0.9441 -0.8130
H -3.2811 -3.1894 -2.3756
C -1.1663 -4.1089 -4.3671
O -1.3564 -3.0922 -3.3969
H -0.3079 -4.0609 -4.9846
H -1.1589 -5.0995 -3.8875
H -1.9692 -4.1326 -5.0944
H -0.6861 -3.1476 -2.7122
C -3.8214 1.1475 2.6895
O -5.0376 1.0814 1.9836
H -3.5366 2.1910 2.7493
H -3.9458 0.8291 3.7064
H -3.0540 0.4743 2.2359
H -5.1120 0.1483 1.7286
C -5.5001 4.5348 0.8348
O -4.6697 5.2233 -0.0794
H -6.4699 5.0426 0.8498
H -5.6938 3.4483 0.6380
H -5.1313 4.5843 1.8709
H -5.0473 5.1514 -0.9646
C -1.2390 6.9897 -2.6653
O -0.8761 5.6338 -2.8620
H -0.3951 7.6360 -2.8419
H -2.0749 7.1830 -3.3133
H -1.5763 7.1817 -1.6478
H -0.0277 5.5143 -2.3737
C 3.1412 2.3874 0.4305
O 3.0235 2.8943 -0.8679
H 3.7060 1.4370 0.3943
H 3.6482 3.0544 1.1753
H 2.1205 2.1638 0.7473
H 2.5203 3.6923 -0.8354
C 5.3983 1.1180 -2.2078
O 4.0381 0.7935 -2.5211
H 5.6908 2.1353 -2.5911
H 5.5294 1.1788 -1.1298
H 6.1332 0.3915 -2.5192
H 3.4694 1.4232 -2.0328
C 0.3675 5.1987 0.1633
O 1.2550 5.3237 -1.0201
H -0.1612 6.1268 0.4435
H -0.4621 4.6348 -0.2690
H 0.8227 4.7285 0.9929
H 1.8320 6.1058 -0.9309
C 1.4712 -4.5218 -2.4295
O 0.8570 -3.3652 -1.8365
H 2.5172 -4.5525 -2.1176
H 1.0408 -5.4254 -1.9679
H 1.3489 -4.6893 -3.5081
H 1.4336 -2.6025 -2.1139
C 2.1827 -1.6823 -4.0618
O 2.7740 -1.6394 -2.8058
H 1.1899 -2.1222 -4.0492
H 2.1093 -0.6936 -4.5193
H 2.8614 -2.2064 -4.7393
H 3.4345 -0.9042 -2.7776
C -0.7725 3.5335 3.6287
O -1.5335 4.2323 2.7071
H -0.2022 2.6757 3.1744
H -0.0536 4.2880 3.9759
H -1.3854 3.1116 4.4324
H -1.7349 3.6389 1.9545
```

The LUMO energy comes out at 0.2 eV. The orbital gap is 10.17 eV. The net charge is 0. The calculation puts the relative energy (zero: lowest compared OMol25 entry of this formula, charge and spin) at 40.5 kcal per mole.

Atomic partial charges in e from the Löwdin method, atoms 1 to 5: 0.125 -0.508 -0.030 -0.234 -0.061



(3)
# C28H80O20S12

A 12-piece molecular cluster, C28H80O20S12 overall (the ωB97M-V functional and the def2-TZVPD basis, the Open Molecules 2025 dataset).

```
140
Properties=species:S:1:pos:R:3
O -0.3053 -2.0092 -5.8302
S 0.5413 -2.7701 -6.7669
O -0.1158 -3.4266 -7.9256
O 1.6583 -1.7158 -7.3340
C 2.5491 -2.0752 -8.3306
C 3.4321 -0.8157 -8.4349
C 1.6412 -3.8853 -5.7971
H 2.1288 -2.3973 -9.2833
H 3.1221 -2.9706 -8.0898
H 2.8239 0.0803 -8.5593
H 3.9824 -0.7592 -9.3741
H 4.1905 -0.8018 -7.6521
H 2.3228 -3.2846 -5.1948
H 2.2339 -4.3941 -6.5573
H 1.0631 -4.5459 -5.1509
O 0.5878 8.5902 -5.8870
S 1.1134 7.2127 -5.7782
O 2.5018 7.0619 -5.3252
O 0.0461 6.3436 -4.8522
C -1.3251 6.3656 -5.1661
C -1.9367 7.5211 -4.4315
C 0.9110 6.2755 -7.3815
H -1.8031 5.5240 -4.6647
H -1.3631 6.3393 -6.2551
H -1.4509 8.4968 -4.4265
H -1.9705 7.2832 -3.3683
H -2.9359 7.5843 -4.8625
H 1.7143 6.5261 -8.0743
H -0.0392 6.6196 -7.7899
H 0.9127 5.2263 -7.0862
O -0.8884 2.6183 -0.4299
S 0.1980 1.5720 -0.1702
O 1.4511 1.8402 0.5320
O -0.4930 0.2530 0.6079
C 0.2261 -0.9834 0.9926
C -0.7341 -2.2064 0.8187
C 0.5957 0.8395 -1.8462
H 0.6755 -0.9097 1.9829
H 0.9701 -1.0733 0.2011
H -1.2431 -2.3158 1.7763
H -0.1639 -3.1098 0.6023
H -1.4316 -2.0207 0.0019
H -0.2897 0.5133 -2.3919
H 1.2921 0.0022 -1.8016
H 1.0238 1.6887 -2.3789
O 7.8418 -3.2345 5.9058
S 6.8943 -2.2350 5.3006
O 5.6559 -2.5879 4.5190
O 6.4811 -1.0312 6.4203
C 7.2956 -1.0536 7.6275
C 8.5862 -0.1489 7.8123
C 7.9215 -1.0872 4.2429
H 7.3153 -2.0462 8.0773
H 6.5458 -0.5687 8.2527
H 8.3133 0.8622 7.5100
H 9.4188 -0.4192 7.1628
H 8.8045 -0.0556 8.8761
H 8.5779 -0.5075 4.8919
H 7.4552 -0.2995 3.6513
H 8.6184 -1.7830 3.7757
C -1.8250 -9.2005 -3.6116
S -0.7126 -10.2166 -2.6393
O 0.6701 -9.4967 -2.6883
C -1.4906 -9.8431 -0.9597
H -1.3156 -9.0938 -4.5694
H -2.0213 -8.2140 -3.1917
H -2.8293 -9.6140 -3.7032
H -1.2784 -8.8391 -0.5920
H -1.0608 -10.5588 -0.2589
H -2.5721 -9.9776 -0.9774
C 7.0911 -3.1823 -3.0945
S 6.2954 -3.3179 -1.5276
O 5.0202 -2.4831 -1.8128
C 5.6603 -5.0693 -1.5729
H 7.4271 -2.1505 -3.1973
H 6.2180 -3.3870 -3.7142
H 7.8374 -3.9731 -3.1694
H 4.7679 -5.1225 -2.1965
H 5.4094 -5.3591 -0.5525
H 6.4693 -5.6922 -1.9546
C -2.7173 1.6513 -8.8116
S -4.2415 0.9294 -7.9801
O -4.8065 2.0934 -7.1510
C -5.3045 0.8765 -9.5654
H -2.9690 2.6026 -9.2806
H -2.2789 0.9060 -9.4753
H -1.9771 1.7719 -8.0206
H -6.1491 0.2170 -9.3658
H -4.8458 0.4523 -10.4586
H -5.8108 1.8317 -9.7043
C 3.3681 4.5082 7.6466
S 2.0607 3.2763 7.6668
O 0.8287 4.0208 8.3117
C 1.7799 3.0493 5.8537
H 4.2539 4.1046 7.1562
H 3.5814 4.7359 8.6910
H 3.1410 5.3534 6.9968
H 2.5152 2.3035 5.5515
H 1.9047 4.0119 5.3577
H 0.7776 2.6241 5.8025
C -3.7169 7.3255 3.4981
S -5.3340 8.1739 3.7118
O -6.3005 7.1972 4.3799
C -4.7812 9.3409 5.1418
H -3.0649 7.3321 4.3716
H -3.0741 7.8991 2.8303
H -3.8931 6.3192 3.1181
H -5.1442 10.3549 4.9744
H -3.6914 9.3489 5.1600
H -5.2052 9.0259 6.0953
C -6.4435 1.3690 -1.2654
S -6.4089 1.7879 0.5507
O -7.7272 2.4047 1.1101
C -6.2793 0.0903 1.2488
H -7.1564 0.5516 -1.3737
H -5.5127 1.0246 -1.7160
H -6.8427 2.0810 -1.9878
H -6.4377 0.2434 2.3164
H -5.2706 -0.2594 1.0291
H -7.1541 -0.5498 1.1343
C -0.9505 -6.7271 5.1121
S -2.8196 -7.0270 5.2920
O -3.4541 -6.4565 3.9857
C -2.9437 -8.7824 5.1079
H -0.4401 -7.2897 5.8938
H -0.5457 -5.7170 5.1737
H -0.7159 -7.0626 4.1019
H -4.0060 -8.9608 4.9413
H -2.5634 -9.3277 5.9717
H -2.3516 -9.0091 4.2213
C -3.9118 0.7367 7.1365
S -4.5470 2.4972 6.6740
O -5.9185 2.4411 6.0268
C -4.5993 3.4429 8.2812
H -2.9175 0.7540 7.5827
H -3.7132 0.1819 6.2195
H -4.5306 0.1388 7.8056
H -5.5150 3.9969 8.4878
H -3.7100 4.0654 8.3793
H -4.4244 2.8039 9.1468
```

The LUMO energy comes out at 0.0 eV. The orbital gap is 8.02 eV. The net charge is 0. The calculation puts the relative energy (zero: lowest compared OMol25 entry of this formula, charge and spin) at 190.2 kcal per mole.

Atomic partial charges in e from the Löwdin method, atoms 1 to 5: -0.312 0.690 -0.311 -0.274 -0.308



Look up the net charge of the first one. 0



Which of these has the lowest LUMO? C28H80O20S12